(1)
{"formula": "C3H4N3O3S2", "method": "the ωB97M-V functional and the def2-TZVPD basis", "lumo_energy_ev": 3.1072, "de_lowest_ev": 3.044, "energy_ev": -35455.7401, "total_charge": -1, "molar_mass_g_mol": 194.22, "symbols": ["C", "C", "C", "N", "N", "N", "O", "O", "O", "S", "S", "H", "H", "H", "H"], "xyz": [[-0.638, 1.857, -0.156], [1.121, 0.370, -0.010], [-1.253, 0.650, 0.762], [0.622, 1.683, -0.510], [-0.890, -1.034, -1.543], [-0.404, -2.139, 0.662], [-1.359, 2.803, -0.406], [2.819, -1.613, -0.331], [1.786, 0.310, 1.195], [2.738, -0.192, -0.057], [-0.406, -0.768, -0.078], [-0.796, 0.549, 1.833], [-2.434, 0.557, 0.748], [-0.501, -0.159, -2.064], [-0.406, -2.876, -0.045]]}

---

(2)
{"formula": "C8H17N7O6", "method": "the ωB97M-V functional and the def2-TZVPD basis", "smiles": "NCC1=CC(=O)OC1=O.NC(N)=O.NC(N)=O.NC(N)=O", "lumo_energy_ev": -1.9849, "energy_ev": -31285.6532, "molar_mass_g_mol": 307.27, "symbols": ["N", "C", "C", "C", "C", "O", "O", "C", "O", "H", "H", "H", "H", "H", "N", "C", "N", "O", "H", "H", "H", "H", "N", "C", "N", "O", "H", "H", "H", "H", "N", "C", "N", "O", "H", "H", "H", "H"], "xyz": [[1.080, 0.700, -2.617], [0.180, 1.433, -3.633], [-1.362, 1.008, -3.257], [-2.391, 2.070, -3.061], [-3.716, 1.183, -2.658], [-4.859, 1.807, -2.359], [-3.505, -0.289, -2.615], [-2.087, -0.443, -3.029], [-1.475, -1.648, -3.188], [1.344, 1.385, -1.848], [0.515, -0.030, -2.106], [0.341, 2.590, -3.387], [0.487, 1.204, -4.748], [-2.341, 3.236, -3.150], [-1.370, 1.251, 0.639], [-0.132, 0.989, 1.094], [-0.095, 0.269, 2.230], [0.877, 1.373, 0.524], [-2.212, 0.944, 1.095], [-1.442, 1.791, -0.214], [0.818, 0.049, 2.607], [-0.914, -0.057, 2.715], [4.899, 1.638, 3.253], [3.791, 0.964, 3.610], [3.106, 1.514, 4.629], [3.436, -0.064, 3.056], [5.207, 2.486, 3.698], [5.443, 1.257, 2.490], [2.265, 1.038, 4.929], [3.382, 2.360, 5.098], [-0.335, -4.804, 0.072], [-1.390, -4.076, 0.482], [-1.795, -3.138, -0.393], [-1.935, -4.252, 1.560], [0.127, -4.673, -0.812], [0.002, -5.521, 0.701], [-2.586, -2.568, -0.123], [-1.359, -2.977, -1.285]]}

---

(3)
{"formula": "C43H41Cl4N2O7SnTe", "method": "the ωB97M-V functional and the def2-TZVPD basis", "s2": 0.77, "lumo_energy_ev": [3.9045, 3.8969], "de_lowest_ev": 0.000, "energy_ev": -125787.7992, "spin_multiplicity": 2, "total_charge": -2, "molar_mass_g_mol": 1085.93, "symbols": ["Sn", "O", "C", "O", "C", "C", "C", "C", "C", "O", "C", "C", "O", "O", "H", "H", "H", "H", "H", "H", "H", "H", "Cl", "C", "C", "C", "Cl", "C", "C", "C", "C", "N", "C", "C", "O", "H", "H", "H", "H", "C", "C", "C", "C", "C", "C", "Te", "N", "C", "O", "C", "C", "C", "C", "C", "C", "C", "C", "C", "C", "C", "C", "C", "C", "C", "C", "C", "C", "H", "H", "H", "H", "H", "H", "H", "H", "H", "H", "H", "H", "H", "H", "H", "H", "H", "H", "H", "H", "H", "H", "H", "H", "H", "H", "H", "Cl", "C", "Cl", "H", "H"], "xyz": [[0.894, -0.180, 1.500], [1.342, 0.392, 5.661], [0.635, 0.277, 4.668], [0.836, -0.552, 3.700], [-0.610, 1.170, 4.591], [-1.758, 0.587, 3.756], [-3.063, 1.327, 4.084], [-2.826, 2.682, 3.361], [-1.438, 2.453, 2.749], [-1.481, 1.057, 2.430], [-0.363, 2.535, 3.848], [1.029, 2.738, 3.249], [1.709, 3.677, 3.658], [1.369, 1.964, 2.278], [-0.921, 1.349, 5.619], [-1.814, -0.498, 3.764], [-3.920, 0.799, 3.664], [-3.212, 1.433, 5.160], [-3.563, 2.847, 2.574], [-2.839, 3.538, 4.036], [-1.224, 3.041, 1.859], [-0.533, 3.388, 4.502], [2.423, -5.368, 1.097], [3.433, -4.014, 1.544], [4.768, -4.256, 1.881], [5.602, -3.233, 2.231], [7.273, -3.584, 2.647], [5.129, -1.899, 2.255], [5.911, -0.767, 2.583], [5.357, 0.477, 2.554], [4.000, 0.620, 2.209], [3.259, -0.417, 1.904], [3.782, -1.670, 1.915], [2.862, -2.733, 1.541], [1.665, -2.462, 1.230], [5.141, -5.272, 1.862], [6.947, -0.908, 2.860], [5.939, 1.355, 2.797], [3.504, 1.584, 2.201], [-6.551, 2.369, -4.313], [-5.204, 1.999, -3.742], [-4.512, 0.886, -4.194], [-3.278, 0.517, -3.653], [-2.581, -0.691, -4.231], [-2.730, 1.269, -2.611], [-0.719, 0.682, -1.517], [1.292, 0.075, -1.341], [2.072, 0.414, -2.355], [1.805, 1.042, -3.401], [3.508, -0.074, -2.188], [3.847, -0.982, -1.187], [5.152, -1.439, -1.054], [6.131, -1.002, -1.939], [5.794, -0.113, -2.955], [4.488, 0.350, -3.077], [-1.446, -1.306, -1.280], [-2.577, -1.513, -0.473], [-3.418, -0.391, 0.086], [-2.992, -2.816, -0.202], [-2.318, -3.919, -0.696], [-2.753, -5.323, -0.363], [-1.232, -3.693, -1.528], [-0.787, -2.413, -1.844], [0.362, -2.317, -2.817], [-3.389, 2.427, -2.181], [-2.817, 3.356, -1.131], [-4.619, 2.768, -2.744], [-6.752, 1.814, -5.230], [-6.606, 3.435, -4.541], [-7.354, 2.145, -3.605], [-4.936, 0.285, -4.996], [-2.872, -0.837, -5.273], [-2.830, -1.599, -3.676], [-1.499, -0.568, -4.186], [3.060, -1.331, -0.530], [5.399, -2.142, -0.265], [7.152, -1.352, -1.838], [6.552, 0.220, -3.655], [4.200, 1.043, -3.856], [-2.822, 0.489, 0.323], [-3.918, -0.717, 1.000], [-4.181, -0.091, -0.639], [-3.865, -2.963, 0.429], [-3.529, -5.323, 0.403], [-1.909, -5.910, 0.005], [-3.148, -5.833, -1.246], [-0.701, -4.542, -1.951], [0.290, -3.132, -3.542], [1.314, -2.403, -2.292], [0.380, -1.370, -3.356], [-2.123, 2.845, -0.465], [-3.613, 3.798, -0.527], [-2.262, 4.172, -1.600], [-5.135, 3.655, -2.383], [-0.064, 5.619, 0.437], [1.311, 4.501, 0.170], [1.101, 3.515, -1.272], [1.389, 3.836, 1.022], [2.201, 5.103, 0.043]]}

---

(4)
{"formula": "C19H25ClN4O", "method": "the ωB97M-V functional and the def2-TZVPD basis", "smiles": "CC(=O)c1cnc2ccc(Cl)nc2c1N[C@H]1CC[C@@H](CN(C)C)CC1", "lumo_energy_ev": -0.5192, "de_lowest_ev": 2.533, "energy_ev": -40639.1157, "molar_mass_g_mol": 360.89, "symbols": ["C", "C", "O", "C", "C", "N", "C", "C", "C", "C", "Cl", "N", "C", "C", "N", "C", "C", "C", "C", "C", "N", "C", "C", "C", "C", "H", "H", "H", "H", "H", "H", "H", "H", "H", "H", "H", "H", "H", "H", "H", "H", "H", "H", "H", "H", "H", "H", "H", "H", "H"], "xyz": [[1.595, -4.402, 3.961], [0.953, -3.220, 3.258], [1.216, -2.116, 3.733], [0.069, -3.405, 2.078], [-0.228, -4.711, 1.726], [-0.961, -5.064, 0.674], [-1.480, -4.075, -0.075], [-2.226, -4.453, -1.189], [-2.836, -3.446, -1.940], [-2.636, -2.102, -1.571], [-3.398, -0.825, -2.488], [-1.872, -1.746, -0.546], [-1.301, -2.706, 0.216], [-0.455, -2.370, 1.274], [-0.138, -1.075, 1.643], [0.163, 0.060, 0.736], [1.477, 0.733, 1.219], [1.598, 2.193, 0.775], [0.846, 2.432, -0.555], [1.090, 3.857, -1.113], [0.360, 4.072, -2.370], [-0.055, 5.469, -2.582], [0.720, 3.325, -3.597], [-0.639, 2.160, -0.343], [-0.955, 1.127, 0.748], [0.848, -5.107, 4.242], [2.239, -4.940, 3.232], [2.204, -4.066, 4.826], [0.136, -5.561, 2.299], [-2.372, -5.513, -1.446], [-3.442, -3.697, -2.817], [0.366, -1.044, 2.556], [0.346, -0.279, -0.295], [1.514, 0.687, 2.321], [2.290, 0.128, 0.805], [2.700, 2.391, 0.688], [1.230, 2.870, 1.543], [1.251, 1.740, -1.315], [2.160, 3.999, -1.232], [0.730, 4.605, -0.348], [-0.637, 5.567, -3.511], [0.819, 6.154, -2.690], [-0.662, 5.803, -1.729], [1.757, 3.576, -3.892], [0.718, 2.222, -3.441], [0.068, 3.637, -4.417], [-1.071, 1.827, -1.294], [-1.161, 3.063, -0.083], [-1.021, 1.611, 1.727], [-1.917, 0.617, 0.599]]}

---

(5)
{"formula": "C29H43BN11O3PRhS", "method": "the ωB97M-V functional and the def2-TZVPD basis", "s2": 8.79, "lumo_energy_ev": [-5.6873, -8.9763], "de_lowest_ev": 0.724, "energy_ev": -77099.0190, "spin_multiplicity": 6, "total_charge": 2, "molar_mass_g_mol": 770.50, "symbols": ["Rh", "C", "C", "C", "C", "N", "N", "B", "N", "C", "C", "C", "C", "N", "N", "C", "C", "C", "C", "N", "N", "C", "C", "C", "C", "N", "H", "H", "H", "H", "H", "H", "H", "H", "H", "H", "H", "H", "H", "H", "H", "H", "H", "H", "H", "H", "C", "C", "P", "C", "C", "C", "C", "H", "H", "H", "H", "H", "H", "H", "H", "H", "H", "H", "H", "H", "H", "H", "O", "S", "N", "O", "C", "N", "C", "O", "C", "C", "C", "C", "N", "C", "H", "H", "H", "H", "H", "H", "H", "H"], "xyz": [[-0.212, -0.228, -0.114], [-1.694, -1.729, 3.073], [-0.805, -0.538, 3.199], [-0.523, 0.173, 4.375], [0.307, 1.187, 3.984], [0.519, 1.087, 2.652], [-0.180, 0.029, 2.167], [1.407, 1.961, 1.749], [2.423, 1.116, 0.963], [3.719, 1.397, 0.721], [4.284, 0.327, 0.076], [3.237, -0.591, -0.081], [3.355, -1.953, -0.671], [2.106, -0.098, 0.435], [0.595, 2.836, 0.813], [0.475, 4.165, 0.608], [-0.469, 4.366, -0.361], [-0.903, 3.084, -0.730], [-2.002, 2.791, -1.692], [-0.239, 2.161, -0.034], [2.299, 2.778, 2.784], [3.220, 2.139, 3.658], [3.737, 3.084, 4.480], [3.109, 4.283, 4.097], [3.223, 5.644, 4.623], [2.210, 4.023, 3.046], [-2.737, -1.447, 3.227], [-1.447, -2.464, 3.839], [-1.605, -2.210, 2.102], [-0.890, -0.030, 5.366], [0.730, 1.984, 4.573], [4.161, 2.334, 1.022], [5.307, 0.215, -0.239], [4.054, -2.549, -0.083], [3.751, -1.906, -1.686], [2.400, -2.467, -0.683], [1.040, 4.874, 1.181], [-0.819, 5.308, -0.746], [-1.802, 3.252, -2.660], [-2.930, 3.225, -1.318], [-2.160, 1.727, -1.822], [3.381, 1.076, 3.583], [4.471, 2.949, 5.256], [4.228, 5.846, 4.992], [2.544, 5.749, 5.481], [2.923, 6.377, 3.878], [-1.965, -0.651, -3.912], [-0.722, 0.233, -3.842], [0.540, -0.318, -2.636], [1.932, 0.875, -2.784], [2.060, 1.639, -4.101], [1.083, -1.906, -3.375], [1.872, -1.784, -4.679], [-2.634, -0.284, -4.689], [-2.517, -0.646, -2.972], [-1.723, -1.687, -4.156], [-0.985, 1.264, -3.616], [-0.223, 0.258, -4.814], [2.844, 0.309, -2.574], [1.818, 1.579, -1.955], [2.169, 0.975, -4.957], [2.939, 2.283, -4.067], [1.195, 2.278, -4.278], [0.179, -2.499, -3.534], [1.666, -2.450, -2.637], [1.307, -1.269, -5.455], [2.107, -2.778, -5.058], [2.815, -1.254, -4.534], [-3.532, -2.172, 0.038], [-3.216, -0.774, 0.246], [-2.035, -0.244, -0.586], [-3.764, -6.334, -3.614], [-2.535, -6.961, -3.405], [-1.818, -6.414, -2.256], [-1.366, -5.147, -2.323], [-1.432, -4.461, -3.333], [-0.724, -4.573, -1.090], [-0.058, -5.294, -0.112], [0.560, -4.605, 0.926], [0.501, -3.227, 0.942], [-0.143, -2.526, -0.004], [-0.747, -3.191, -0.984], [-3.608, -5.511, -4.091], [-1.880, -6.868, -4.271], [-2.726, -8.011, -3.204], [-2.002, -6.811, -1.348], [0.004, -6.373, -0.162], [1.094, -5.132, 1.704], [0.986, -2.644, 1.716], [-1.276, -2.613, -1.730]]}

---

no.,strongest force on any atom (eV/A)
1,4.88
2,9.55
3,0.51
4,3.64
5,0.90